137
Properties=species:S:1:pos:R:3 method="wB97M-V/def2-TZVPD" e_lumo_ha=-0.076 total_charge=+1 gap_ha=0.2936 multiplicity=1
C 30.97 14.91 -24.83
H 23.08 16.79 -25.86
H 23.39 16.52 -27.63
H 30.45 14.89 -29.66
C 23.02 21.84 -27.13
O 25.54 11.68 -26.99
H 26.00 17.18 -22.65
C 25.12 15.40 -29.96
O 24.10 14.66 -22.42
N 26.35 18.89 -21.40
H 22.37 15.85 -31.73
H 24.03 9.46 -28.85
C 26.93 17.96 -27.82
N 26.39 12.54 -32.28
C 30.17 10.08 -23.60
C 28.04 17.38 -24.54
O 26.52 15.64 -27.42
O 23.43 12.57 -18.87
H 26.45 13.07 -21.78
H 29.00 15.20 -28.53
N 24.74 14.42 -23.42
C 26.46 19.31 -20.18
C 28.70 16.03 -24.69
H 25.74 9.68 -29.08
C 22.77 16.27 -26.77
C 25.36 11.28 -18.29
C 29.91 14.64 -28.75
N 23.84 20.01 -25.77
H 26.44 12.04 -30.36
C 26.39 16.56 -28.17
H 26.78 10.69 -31.42
H 25.80 16.89 -20.99
H 24.12 9.01 -24.28
H 29.04 12.20 -21.80
H 28.08 17.58 -23.47
C 24.55 12.29 -19.14
N 24.57 9.69 -26.40
H 24.33 8.83 -26.87
H 28.14 20.56 -20.39
H 21.71 16.44 -26.96
H 28.74 13.66 -22.72
H 22.27 22.05 -26.37
H 22.42 21.44 -27.95
C 24.79 13.72 -33.67
H 24.51 13.49 -20.79
N 22.02 14.13 -25.89
H 24.27 10.74 -24.59
Hg 26.25 13.86 -25.87
H 24.44 14.66 -33.26
C 29.20 12.68 -22.76
H 27.06 21.06 -19.12
C 27.09 20.64 -20.12
H 31.04 10.73 -23.61
C 24.12 20.94 -26.66
H 27.90 17.88 -27.32
H 22.23 12.59 -24.51
C 28.66 11.08 -28.43
C 25.07 12.83 -32.51
N 25.81 16.50 -29.39
C 28.75 12.54 -28.23
H 22.90 20.06 -25.39
N 29.00 10.67 -24.26
O 20.34 14.69 -29.98
C 21.30 14.26 -30.64
H 30.52 16.91 -24.41
C 28.52 11.86 -23.90
H 30.28 12.77 -22.84
H 30.59 14.92 -27.94
O 25.26 15.27 -24.11
H 28.53 18.19 -25.07
H 25.65 17.37 -29.89
C 24.84 10.18 -28.73
H 25.82 19.53 -25.21
C 21.69 15.03 -31.97
H 27.02 13.45 -20.30
H 26.53 21.32 -20.76
H 22.75 11.99 -26.12
H 25.62 9.75 -24.67
O 27.57 12.40 -24.51
H 23.40 22.83 -27.36
H 21.61 11.30 -29.32
H 22.59 12.54 -28.45
H 25.66 13.93 -34.28
O 24.12 14.28 -26.70
H 21.06 12.32 -25.84
C 22.07 12.66 -25.59
C 21.73 12.35 -29.09
C 24.56 9.75 -24.94
H 31.78 15.22 -25.50
H 27.12 18.52 -28.73
O 28.02 15.06 -25.00
H 25.60 15.00 -30.86
H 27.71 10.64 -28.71
H 29.41 10.78 -29.16
O 25.20 21.10 -27.19
C 23.04 14.80 -26.42
H 26.17 18.52 -27.28
H 30.33 12.75 -29.47
H 20.82 12.60 -28.55
H 26.75 11.68 -20.66
C 26.38 12.70 -20.76
H 30.55 9.16 -24.03
H 24.58 19.10 -24.05
H 22.79 12.90 -30.78
H 25.71 10.49 -18.96
N 25.04 12.88 -20.19
H 22.02 14.31 -32.72
H 28.91 10.51 -27.53
H 24.84 10.88 -17.42
O 24.77 13.27 -23.84
H 28.08 11.94 -31.27
C 24.80 19.16 -25.11
H 21.15 14.57 -25.63
H 26.87 19.43 -22.07
N 30.04 16.05 -24.60
H 30.43 14.05 -25.21
H 24.13 15.76 -30.22
N 29.67 13.21 -28.86
H 27.00 17.37 -24.88
H 29.95 9.87 -22.55
C 25.65 17.67 -21.74
O 24.17 12.27 -31.89
O 26.09 18.69 -19.22
N 21.96 13.16 -30.26
H 28.64 10.14 -25.03
H 20.81 15.45 -32.46
C 25.04 10.60 -27.28
H 27.01 13.15 -32.79
H 31.26 14.70 -23.81
O 28.02 13.11 -27.43
H 24.58 17.86 -21.71
H 24.58 11.07 -29.32
H 24.69 18.17 -25.57
H 26.21 11.83 -17.90
H 24.92 14.62 -29.23
H 24.09 13.19 -34.32
C 27.01 11.74 -31.24


10
Properties=species:S:1:pos:R:3 method="wB97M-V/def2-TZVPD" e_lumo_ha=-0.144 de_lowest_ev=0.928 smiles=c1c[nH+]c[nH]1 total_charge=+1 gap_ha=0.3889 multiplicity=1
C -1.23 0.34 0.01
H 1.37 -1.70 0.17
N -0.09 1.15 -0.10
C -0.61 -1.02 0.03
H -2.32 0.54 0.01
H -1.25 -1.90 0.10
C 1.10 0.40 -0.04
H -0.15 2.09 -0.32
H 2.14 0.79 -0.02
N 0.75 -0.89 0.10


10
Properties=species:S:1:pos:R:3 method="wB97M-V/def2-TZVPD" e_lumo_ha="-0.200 / -0.228" de_lowest_ev=4.141 total_charge=+1 gap_ha="0.3590 / 0.2971" multiplicity=1
N 0.34 0.07 -1.14
H -0.49 -0.29 2.07
H -1.78 0.56 -0.41
H 0.83 -0.49 -1.83
H 0.23 1.13 1.42
C 0.12 -0.71 0.06
C 0.07 0.10 1.25
C -1.04 -0.31 -0.72
H 0.51 -1.67 0.27
H 0.76 0.99 -1.03


23
Properties=species:S:1:pos:R:3 method="wB97M-V/def2-TZVPD" e_lumo_ha=0.019 de_lowest_ev=0.309 total_charge=0 gap_ha=0.3508 multiplicity=1
C 2.18 -1.04 0.77
C 1.39 -1.16 -0.54
H 2.94 0.84 1.57
C 1.70 1.10 -0.16
H 1.99 -1.69 -1.25
H -0.46 -1.81 -1.42
H -3.56 -0.22 1.34
O 1.34 0.16 -1.08
O 1.71 2.28 -0.42
C 0.02 -1.78 -0.44
C -0.91 -1.15 0.55
H -3.47 1.51 0.87
H 3.21 -1.29 0.58
C 2.06 0.43 1.15
H -0.48 -0.92 1.54
O -2.35 0.04 -1.37
H -2.42 0.69 2.23
H 1.82 -1.80 1.49
H 1.24 0.60 1.91
H -1.84 -1.75 0.78
H 0.19 -2.86 -0.17
S -1.64 0.42 -0.11
C -2.87 0.62 1.20


11
Properties=species:S:1:pos:R:3 method="wB97M-V/def2-TZVPD" e_lumo_ha=0.031 de_lowest_ev=2.095 smiles=Cc1cocn1 total_charge=0 gap_ha=0.3552 multiplicity=1
C -0.19 0.08 -0.37
H -1.55 -1.35 0.36
H -2.21 -0.31 -0.91
C 0.50 1.15 0.07
C -1.57 -0.33 -0.04
N 0.70 -0.93 -0.75
C 1.80 -0.46 -0.28
H 2.36 -1.00 0.46
O 1.84 0.86 -0.03
H -1.96 0.34 0.74
H 0.28 1.96 0.74


15
Properties=species:S:1:pos:R:3 method="wB97M-V/def2-TZVPD" e_lumo_ha="0.025 / 0.025" de_lowest_ev=4.891 total_charge=0 gap_ha="0.2981 / 0.2981" multiplicity=1
N -1.22 0.51 -1.09
H -0.88 2.07 2.55
H -0.51 -2.08 -0.49
C -0.89 -1.40 0.33
C -0.43 0.75 1.07
O 2.25 -0.59 0.43
C -0.16 1.71 1.90
C 1.92 -1.70 0.38
N -0.81 0.07 0.06
I 2.15 -0.11 -3.60
H -1.94 -1.73 0.59
H 0.90 1.91 2.08
H -0.97 1.51 -1.20
H 1.01 0.76 -4.32
H -0.41 -1.66 1.30


109
Properties=species:S:1:pos:R:3 method="wB97M-V/def2-TZVPD" e_lumo_ha=-0.005 total_charge=0 gap_ha=0.3452 multiplicity=1
Cl -7.85 -4.99 -7.45
Cl 10.87 -1.18 -4.70
Cl 0.45 7.62 8.42
Cl -0.41 3.35 4.60
H -3.29 0.68 -0.93
Cl -5.64 -3.58 -6.23
C 1.28 6.05 -2.55
C -0.67 3.38 -0.06
Cl 7.27 -3.66 -1.24
Cl -1.98 -2.71 -7.25
C -6.10 1.00 1.06
Cl -4.12 -1.56 5.63
H -2.05 5.08 -0.76
O -4.30 1.94 3.92
H -2.87 3.79 0.28
Cl -2.58 -0.28 -8.72
H -0.66 3.85 2.12
C 1.41 1.11 1.26
C -5.57 0.33 2.40
C 0.91 7.03 10.03
Cl 10.90 -7.51 -0.48
H -6.47 0.32 0.23
H 3.15 2.43 0.90
C -4.26 1.29 -1.00
C -4.47 1.42 2.81
C -3.28 -1.62 -7.79
H -1.82 2.15 -1.85
H -2.90 1.07 1.38
Cl -0.46 3.07 -4.65
H 1.70 -0.33 -0.51
Cl -0.42 6.15 -3.07
Cl 9.67 1.40 -4.10
C 0.43 -2.24 0.94
H 2.11 4.68 1.05
Cl 9.49 -5.27 0.72
H -6.31 0.20 3.26
Cl 2.45 7.78 10.52
H -4.16 2.23 -3.00
C 2.02 2.50 0.69
Cl 12.30 -5.02 0.01
Cl -4.14 -0.97 -6.38
C 10.20 0.30 -5.40
Cl -2.09 1.65 6.23
Cl 10.29 -5.17 -2.07
Cl 1.39 6.50 -0.84
C -0.25 -0.85 0.47
Cl -0.35 7.46 11.21
Cl 4.87 -2.23 -2.02
N -3.74 1.66 1.54
Cl 1.93 -10.25 1.54
H -6.78 1.89 1.32
H -0.15 5.28 1.07
C -4.75 1.72 0.46
Cl 2.11 -8.62 3.92
C 2.71 -6.00 1.25
Cl 7.30 -1.91 -3.56
Cl 1.56 -6.91 0.25
H 0.91 -2.05 1.96
C 6.32 -3.05 -2.62
H -0.32 -3.09 1.04
C 0.86 0.22 0.05
C -3.78 -3.30 5.48
Cl 4.00 -7.09 1.81
C 1.50 3.80 1.46
H -0.90 -1.13 -0.44
Cl -4.58 -1.17 2.00
Cl -1.58 0.40 -4.52
Cl -4.42 -2.52 -8.82
C -6.89 -4.81 -5.97
H 2.27 0.51 1.73
C -2.47 3.10 -1.89
H 1.94 2.57 -0.45
C -1.44 1.86 -5.51
Cl 1.10 5.27 9.98
Cl -0.42 3.66 7.49
H 1.23 -2.58 0.20
H 1.77 3.71 2.56
Cl -0.66 1.46 -7.06
H -0.86 2.31 0.27
Cl -0.48 -9.16 2.73
Cl 1.87 4.39 -2.76
Cl 3.41 -4.68 0.30
Cl 2.26 7.16 -3.52
H 0.37 0.89 -0.75
H -2.13 3.64 -2.86
Cl 1.85 -5.33 2.66
Cl -7.94 -4.32 -4.63
Cl -2.05 -3.55 5.19
C -2.10 3.96 -0.56
Cl -6.12 -6.36 -5.58
C -1.41 3.28 6.06
Cl -4.71 -3.96 4.11
C 10.74 -5.74 -0.46
Cl 5.84 -4.42 -3.65
Cl 11.43 1.11 -6.39
Cl -4.26 -4.13 6.97
Cl 0.97 -11.28 4.07
Cl -2.74 4.46 5.93
H -0.96 -0.50 1.29
H -5.16 2.78 0.27
H -4.99 0.63 -1.56
H 0.06 3.49 -0.93
H 0.66 1.28 2.10
C 1.13 -9.83 3.07
H -4.76 3.41 -1.75
Cl 8.80 -0.11 -6.43
C -3.98 2.60 -1.93
Cl -3.05 2.53 -5.82
C -0.05 4.16 1.20


37
Properties=species:S:1:pos:R:3 method="wB97M-V/def2-TZVPD" e_lumo_ha=0.171 de_lowest_ev=0.000 total_charge=-2 gap_ha=0.2571 multiplicity=1
C -4.30 0.32 -0.95
O 1.21 2.79 -1.16
C 1.45 -0.40 -1.84
C -5.12 1.22 -1.69
C 0.38 -2.65 -2.28
C 1.15 -1.79 -1.49
O 2.99 4.15 2.66
H 0.52 1.01 4.04
O 2.51 4.04 0.19
C 0.47 -4.42 -0.67
S -1.95 -0.77 -0.13
C 1.24 -3.61 0.15
N 0.37 1.33 0.84
C 1.23 2.29 1.12
H 2.34 -0.06 -1.30
H -0.59 -4.53 -2.54
C -2.91 0.35 -1.01
C 1.46 2.33 2.51
C 1.70 3.12 -0.06
C 0.67 1.32 3.03
Cl -0.23 -2.08 -3.82
N 0.03 0.75 1.99
H 2.79 4.12 1.65
N -5.82 1.93 -2.27
C 2.33 3.22 3.32
H 2.17 -1.70 0.38
Zn -0.04 0.87 -1.22
O 2.42 3.08 4.53
H -0.70 0.05 1.95
S -2.12 1.53 -2.01
H 1.59 -3.97 1.11
C 1.57 -2.33 -0.26
C 0.03 -3.93 -1.89
C -5.00 -0.61 -0.13
H 0.18 -5.42 -0.35
N -5.63 -1.34 0.50
H 1.60 -0.24 -2.91


Asked for largest force on an atom across the records above, the calculation gives 0.0997, 0.1191, 0.0589, 0.0380, 0.0406, 0.0778, 0.0788, 0.0040 Eh/bohr in order.